(1)
{"formula": "C7H12ClN3", "method": "ωB97M-V/def2-TZVPD", "total_charge": 2, "smiles": "CC(=[NH2+])\\C=C(N)/C=C\\[NH+]=C\\Cl", "homo_lumo_gap_ev": 8.5202, "homo_energy_ev": -17.36, "spin_multiplicity": 1, "symbols": ["C", "C", "N", "C", "C", "N", "C", "C", "N", "C", "Cl", "H", "H", "H", "H", "H", "H", "H", "H", "H", "H", "H", "H"], "coordinates": [[-0.2417, -1.7483, -0.9654], [-0.9696, -1.4547, 0.3004], [-1.6017, -2.4328, 0.9144], [-0.6933, -0.1483, 1.0330], [-0.6241, 1.0163, 0.3704], [-0.7072, 2.3983, 0.8773], [-0.4702, 1.0458, -1.0833], [0.7409, 0.8685, -1.6025], [1.8822, 0.9571, -0.6896], [1.9199, 0.4716, 0.5942], [3.1418, 1.1709, 1.4436], [-0.7641, -1.4928, -1.8874], [0.6720, -1.2091, -0.8830], [-0.2106, -2.7644, -0.8556], [-1.6624, -3.3369, 0.4256], [-1.8735, -2.6326, 1.9755], [-0.6692, -0.0919, 2.0883], [-0.3675, 3.3216, 0.5733], [-0.7881, 2.4546, 1.8681], [-1.2338, 1.1553, -1.9849], [1.1644, 0.7752, -2.5799], [2.3943, 1.8804, -0.8994], [0.9612, -0.2037, 0.9669]], "mulliken_charge": [-1.28, 0.85, -0.37, -0.75, 0.45, -0.39, -0.56, -0.56, -0.12, 0.45, 0.02, 0.33, 0.46, 0.53, 0.28, 0.35, 0.51, 0.26, 0.26, 0.33, 0.54, 0.36, 0.07]}

=====

(2)
{"formula": "C29H54ClCoP", "method": "ωB97M-V/def2-TZVPD", "total_charge": -1, "homo_lumo_gap_ev": [4.1511, 4.4173], "homo_energy_ev": [-2.02, -2.30], "spin_multiplicity": 5, "symbols": ["Co", "P", "Cl", "C", "H", "H", "C", "C", "C", "H", "C", "H", "H", "C", "H", "H", "C", "H", "H", "C", "H", "H", "H", "H", "C", "C", "H", "C", "H", "H", "C", "H", "H", "C", "H", "H", "C", "H", "H", "H", "H", "C", "H", "C", "H", "H", "C", "H", "H", "C", "H", "H", "C", "H", "H", "H", "H", "C", "C", "H", "C", "H", "C", "H", "H", "C", "H", "H", "C", "H", "H", "H", "H", "C", "C", "C", "C", "H", "H", "H", "H", "H", "H", "H", "H", "H"], "coordinates": [[1.2848, 0.7831, 1.5342], [0.4615, 0.8645, -0.4858], [2.0796, 2.7340, 1.8216], [-3.3692, -1.6616, -0.0896], [-3.5110, -1.3675, -1.0950], [-2.8916, -0.8119, 0.3650], [2.1957, 1.0578, -1.1264], [-0.5252, 2.4500, -0.5634], [2.4733, 0.9230, -2.6209], [2.4799, 2.0748, -0.8137], [3.9622, 1.2094, -2.8630], [2.2261, -0.0912, -2.9631], [1.8517, 1.6195, -3.2030], [4.9007, 0.3897, -1.9609], [4.1992, 1.0201, -3.9162], [4.1363, 2.2783, -2.6802], [4.4900, 0.3625, -0.4800], [4.9358, -0.6430, -2.3332], [5.9185, 0.7870, -2.0435], [3.0031, 0.0478, -0.3084], [5.0814, -0.3782, 0.0702], [4.6840, 1.3379, -0.0133], [2.7992, -0.9693, -0.6738], [2.7317, 0.1106, 0.7929], [-0.3561, -0.3727, -1.5949], [-2.0433, 2.2183, -0.5555], [-0.2561, 2.9399, 0.3903], [-2.8268, 3.5402, -0.6215], [-2.3439, 1.5825, -1.4015], [-2.3318, 1.6749, 0.3564], [-2.3409, 4.4871, -1.7261], [-3.8922, 3.3211, -0.7632], [-2.7326, 4.0454, 0.3488], [-0.8209, 4.6834, -1.7174], [-2.6513, 4.0963, -2.7048], [-2.8324, 5.4601, -1.6106], [-0.0455, 3.3590, -1.6968], [-0.5089, 5.2676, -2.5907], [-0.5379, 5.2598, -0.8264], [-0.1572, 2.8515, -2.6678], [1.0269, 3.5680, -1.5746], [0.3913, -1.7109, -1.8079], [-1.2508, -0.5760, -1.0123], [-0.6407, -2.7159, -2.3313], [1.1978, -1.5915, -2.5517], [0.8464, -2.1045, -0.8934], [-1.2084, -2.2449, -3.6758], [-0.1657, -3.6963, -2.4460], [-1.4454, -2.8365, -1.5822], [-1.7517, -0.8112, -3.6320], [-0.4031, -2.2887, -4.4225], [-1.9915, -2.9311, -4.0176], [-0.7671, 0.1754, -2.9906], [-1.9909, -0.4672, -4.6471], [-2.6993, -0.7983, -3.0674], [0.1171, 0.3112, -3.6436], [-1.2479, 1.1582, -2.8985], [-0.0717, -2.0504, 1.5923], [-3.6764, -2.8398, 0.4949], [0.1883, -1.5073, 0.6654], [-3.6231, -3.0247, 2.0809], [-2.5783, -3.5645, 0.3953], [-2.4771, -3.2007, 3.1571], [-4.1747, -2.1872, 2.5117], [-4.3320, -3.8103, 2.2791], [-1.1643, -3.9242, 2.8924], [-2.2407, -2.2546, 3.6525], [-2.9725, -3.7966, 3.9597], [0.0466, -3.2398, 2.2814], [-0.8596, -4.2815, 3.8873], [-1.3701, -4.8470, 2.3745], [0.7247, -2.7892, 3.0915], [0.6321, -3.9694, 1.6925], [2.2850, 0.0204, 3.9999], [0.7722, -0.1815, 4.1007], [0.2482, 0.4455, 5.3941], [-0.0095, 0.3606, 2.8809], [2.5552, 1.0681, 4.1861], [2.6922, -0.2870, 3.0195], [2.7737, -0.5973, 4.7629], [0.5804, -1.2603, 4.1500], [0.4348, 1.5251, 5.3848], [-0.8290, 0.2794, 5.4958], [0.7543, 0.0083, 6.2621], [-0.7390, -0.3947, 2.4818], [-0.5062, 1.3196, 3.0981]], "mulliken_spin": [1.92, -0.08, 0.04, 0.02, 0.00, -0.02, 0.00, 0.01, 0.01, 0.02, 0.00, 0.00, -0.01, 0.00, 0.00, 0.00, 0.01, 0.00, 0.00, 0.21, 0.00, 0.00, -0.01, -0.17, -0.06, 0.00, -0.01, 0.00, 0.00, 0.00, 0.00, 0.00, 0.00, 0.00, 0.00, 0.00, 0.00, 0.00, 0.00, 0.00, 0.00, 0.04, -0.04, 0.06, -0.01, 0.00, 0.00, 0.00, -0.01, 0.01, 0.00, 0.00, 0.01, 0.00, 0.00, 0.00, 0.00, 0.97, 0.04, 0.46, -0.03, 0.01, 0.06, 0.00, 0.00, 0.04, -0.02, 0.00, 0.14, -0.02, 0.00, 0.10, 0.10, 0.04, -0.01, 0.01, 0.11, 0.00, -0.02, -0.01, 0.01, 0.00, 0.00, 0.00, 0.06, 0.02]}

=====

(3)
{"formula": "C37H47BN8O2OsS4", "method": "ωB97M-V/def2-TZVPD", "total_charge": 2, "homo_lumo_gap_ev": [7.3454, 4.6167], "homo_energy_ev": [-12.24, -12.67], "spin_multiplicity": 5, "symbols": ["Os", "C", "C", "C", "C", "N", "C", "C", "N", "B", "N", "C", "C", "N", "C", "S", "C", "C", "C", "C", "N", "C", "C", "N", "C", "S", "C", "C", "C", "C", "C", "S", "H", "H", "H", "H", "H", "H", "H", "H", "H", "H", "H", "H", "H", "H", "H", "H", "H", "H", "H", "H", "H", "H", "H", "H", "H", "H", "H", "H", "H", "H", "H", "H", "H", "H", "C", "C", "C", "C", "C", "C", "C", "S", "O", "O", "N", "C", "C", "C", "C", "C", "C", "C", "C", "N", "C", "H", "H", "H", "H", "H", "H", "H", "H", "H", "H", "H", "H", "H"], "coordinates": [[0.0156, -0.8709, 1.3299], [-4.7519, 4.7514, -0.0291], [-4.2631, 3.4004, 0.4801], [-4.6982, 3.2276, 1.9337], [-4.7884, 2.2957, -0.4354], [-2.7428, 3.3913, 0.4092], [-1.9955, 4.4236, -0.0229], [-0.6771, 4.0234, -0.0209], [-0.6214, 2.7462, 0.3955], [0.6139, 1.7974, 0.4313], [1.5920, 2.1467, 1.5526], [2.4294, 3.2452, 1.5044], [3.1248, 3.2816, 2.6561], [2.7229, 2.2038, 3.4232], [1.7929, 1.5187, 2.7256], [1.0035, 0.0509, 3.2235], [3.3086, 1.8501, 4.7726], [2.1863, 1.8063, 5.8080], [4.0539, 0.5227, 4.6534], [4.3001, 2.9406, 5.1684], [1.3201, 1.6529, -0.9078], [1.2976, 2.4530, -2.0325], [1.9080, 1.7793, -3.0205], [2.2960, 0.5470, -2.5238], [1.9091, 0.4758, -1.2346], [2.1021, -0.8120, -0.0909], [2.9906, -0.4282, -3.4460], [2.0087, -0.7496, -4.5721], [3.4058, -1.7124, -2.7453], [4.2441, 0.2661, -3.9793], [-1.9017, 2.3450, 0.7130], [-2.3286, 0.9091, 1.4510], [-5.8395, 4.7373, 0.0017], [-4.4608, 4.9340, -1.0645], [-4.4204, 5.5776, 0.6017], [-5.7794, 3.3521, 1.9807], [-4.2443, 3.9890, 2.5696], [-4.4590, 2.2432, 2.3262], [-5.8767, 2.3448, -0.4408], [-4.4971, 1.3006, -0.1091], [-4.4365, 2.4389, -1.4579], [-2.4101, 5.3707, -0.3129], [0.1944, 4.5950, -0.2889], [0.0463, 0.7335, 0.5208], [2.4871, 3.8906, 0.6454], [3.8683, 3.9805, 2.9851], [1.5261, 0.9530, 5.6747], [1.5930, 2.7209, 5.7701], [2.6280, 1.7337, 6.8012], [3.3945, -0.2942, 4.3715], [4.4990, 0.2811, 5.6183], [4.8551, 0.6001, 3.9177], [3.8263, 3.9200, 5.2450], [5.1449, 2.9930, 4.4813], [4.6959, 2.6919, 6.1512], [0.8468, 3.4264, -2.0610], [2.0973, 2.0728, -4.0352], [1.0913, -1.1815, -4.1712], [2.4665, -1.4728, -5.2470], [1.7529, 0.1340, -5.1571], [2.5511, -2.2804, -2.3887], [4.0880, -1.5276, -1.9170], [3.9318, -2.3197, -3.4822], [4.0175, 1.1634, -4.5537], [4.7696, -0.4206, -4.6419], [4.9163, 0.5330, -3.1630], [0.0433, -4.8534, -5.7873], [-0.3695, -3.8887, -4.7134], [0.2457, -3.9068, -3.4630], [-0.1485, -3.0379, -2.4586], [-1.1816, -2.1452, -2.7059], [-1.8184, -2.1097, -3.9407], [-1.3997, -2.9748, -4.9369], [-1.6980, -0.9949, -1.4793], [-0.9080, 0.2059, -1.5918], [-3.1262, -0.8481, -1.5565], [-1.2722, -1.6944, -0.0539], [-1.9605, -2.8471, 0.3700], [-2.8819, -3.5868, -0.3370], [-3.4563, -4.7447, 0.2248], [-3.1262, -5.1719, 1.4785], [-2.1931, -4.4307, 2.2375], [-1.7915, -4.7901, 3.5398], [-0.8837, -4.0167, 4.2139], [-0.3757, -2.8719, 3.5998], [-0.7285, -2.4991, 2.3755], [-1.6265, -3.2715, 1.6762], [1.0805, -5.1626, -5.6668], [-0.0781, -4.4177, -6.7780], [-0.5757, -5.7517, -5.7461], [1.0449, -4.6134, -3.2732], [0.3386, -3.0548, -1.4919], [-2.6351, -1.4205, -4.1115], [-1.8887, -2.9494, -5.9028], [-3.1862, -3.2858, -1.3276], [-4.1741, -5.3004, -0.3627], [-3.5658, -6.0643, 1.9029], [-2.2069, -5.6798, 3.9962], [-0.5545, -4.2684, 5.2111], [0.3366, -2.2457, 4.1186]], "mulliken_spin": [2.40, 0.00, 0.00, 0.01, 0.01, 0.09, 0.13, 0.15, 0.05, 0.14, -0.01, 0.00, 0.00, 0.01, 0.00, 0.08, 0.00, 0.00, 0.00, 0.00, 0.02, 0.01, 0.00, 0.00, 0.04, 0.23, -0.01, 0.00, 0.02, 0.00, -0.12, 0.73, 0.00, 0.00, 0.00, 0.00, 0.00, 0.00, 0.00, 0.00, 0.00, 0.01, 0.01, -0.15, 0.00, 0.00, 0.00, 0.00, 0.00, 0.00, 0.00, 0.00, 0.00, 0.00, 0.00, 0.00, 0.00, 0.00, 0.00, 0.00, -0.01, 0.00, 0.00, 0.00, 0.00, 0.00, 0.00, 0.00, 0.00, 0.00, 0.01, 0.00, 0.00, 0.02, 0.00, 0.00, -0.01, 0.02, 0.04, -0.02, 0.04, -0.02, 0.05, -0.02, 0.06, -0.02, 0.00, 0.00, 0.00, 0.00, 0.00, 0.00, 0.00, 0.00, 0.00, 0.00, 0.00, 0.00, 0.00, -0.01]}

=====

(4)
{"formula": "C5H9N5", "method": "ωB97M-V/def2-TZVPD", "total_charge": 2, "smiles": "CC1=N[C@H]1NC(=[NH2+])N=C=[NH2+]", "homo_lumo_gap_ev": 8.1083, "homo_energy_ev": -17.63, "spin_multiplicity": 1, "symbols": ["C", "C", "N", "C", "N", "C", "N", "N", "C", "N", "H", "H", "H", "H", "H", "H", "H", "H", "H"], "coordinates": [[-0.3061, -3.2938, 0.4069], [-0.2034, -1.8431, 0.4735], [0.3841, -0.8175, 1.0034], [-0.8010, -0.4741, 0.2715], [-0.4680, 0.2204, -0.9773], [-0.2191, 1.5314, -0.8872], [-0.2655, 2.3848, -1.8887], [0.2554, 1.9266, 0.3057], [0.8013, 2.2512, 1.2992], [1.4446, 2.5813, 2.2962], [-0.6667, -3.7344, -0.5935], [-1.0382, -3.6099, 1.1917], [0.6817, -3.8026, 0.6780], [-1.5975, 0.0514, 0.7208], [-0.4961, -0.1752, -1.8378], [-0.0961, 3.3813, -1.6967], [-0.8134, 2.0914, -2.6546], [1.2835, 2.3334, 3.2058], [2.1906, 3.3581, 1.9972]], "mulliken_charge": [-0.89, 0.39, -0.49, -0.17, -0.11, 0.54, -0.29, 0.01, 0.43, -0.24, 0.31, 0.29, 0.34, 0.47, 0.17, 0.29, 0.28, 0.28, 0.39]}

=====

Sequential max |F| output: 6.517, 6.833, 0.194, 6.169 eV/Å
Sequential electronic energy output: -24425.046, -90378.840, -101623.784, -12760.636 eV